# 1
68
Properties=species:S:1:pos:R:3:forces:R:3:nbo_charge:R:1 method="wB97M-V/def2-TZVPD" de_lowest_ev=0.098 total_energy_ha=-4442.8378 max_force_ev_per_a=0.795 total_charge=+2 homo_energy_ha=-0.509
Ga -0.106307 0.296756 -0.267970 0.8 -0.2 -0.1 1.417
C -3.981863 -2.668822 4.188602 0.1 -0.1 -0.1 -1.110
Si -2.437446 -3.207327 3.276360 -0.1 0.0 0.1 1.612
C -2.893526 -4.053332 1.672163 0.1 0.1 0.1 -1.122
C -1.366383 -4.315049 4.338032 -0.1 0.1 -0.1 -1.111
C -1.432615 -1.580267 3.046835 0.0 -0.1 -0.1 -0.455
C -1.074412 -0.894501 4.209396 0.0 0.0 0.0 -0.094
C -0.363165 0.299941 4.180025 0.0 0.0 0.1 -0.244
C -0.011280 0.816670 2.955113 0.1 0.1 -0.1 0.060
N -0.338796 0.189837 1.821835 -0.2 0.0 -0.1 -0.606
C -1.023176 -0.973652 1.859921 0.0 0.0 0.3 0.100
S -1.292321 -1.580235 0.224123 0.1 0.1 -0.2 -0.210
H -4.605326 -3.539108 4.404367 0.0 0.0 0.0 0.258
H -4.577558 -1.970825 3.597972 0.0 0.0 0.0 0.245
H -3.746094 -2.191259 5.141420 0.0 0.0 0.0 0.242
H -3.475338 -4.943551 1.923894 0.0 0.0 0.0 0.262
H -2.025641 -4.381032 1.098844 0.0 0.0 0.0 0.243
H -3.516558 -3.427146 1.032473 0.0 0.0 0.0 0.246
H -1.910107 -5.236426 4.558204 0.0 0.0 0.0 0.258
H -1.120023 -3.846367 5.292614 0.0 0.0 0.0 0.243
H -0.432997 -4.590244 3.844658 0.0 0.0 0.0 0.245
H -1.359356 -1.307527 5.170714 0.0 0.0 0.0 0.235
H -0.091413 0.815465 5.089570 0.0 0.0 0.0 0.247
H 0.545126 1.740536 2.855319 0.0 0.0 0.0 0.211
C -1.972185 5.403333 -0.755941 0.0 0.1 -0.1 -0.421
N -1.823802 3.976646 -0.442533 0.0 0.1 0.0 -0.336
C -2.943078 3.246236 0.160808 -0.1 -0.1 0.1 -0.415
C -0.707100 3.338755 -0.689711 0.1 -0.1 0.0 0.740
C 0.460044 4.048387 -1.300793 0.0 0.0 0.0 -0.711
O -0.618985 2.106952 -0.387784 -0.2 0.2 0.1 -0.810
H -2.903821 5.762519 -0.333874 0.0 0.0 0.0 0.243
H -1.998487 5.565284 -1.833403 0.0 0.0 0.0 0.225
H -1.157191 5.982813 -0.326524 0.0 0.0 0.0 0.226
H -3.787988 3.916403 0.270155 0.0 0.0 0.0 0.236
H -2.661840 2.862337 1.140701 0.0 0.0 0.0 0.227
H -3.234387 2.406952 -0.469119 0.0 0.0 0.0 0.224
H 0.166303 4.621524 -2.179249 0.0 0.0 0.0 0.262
H 1.213527 3.315111 -1.577198 0.0 0.0 0.0 0.236
H 0.895434 4.748314 -0.584516 0.0 0.0 0.0 0.266
C -0.155005 1.257344 -3.869719 0.0 -0.1 0.1 -0.933
P 0.223309 -0.110676 -2.731018 -0.2 0.0 0.0 0.928
C -0.890017 -1.452715 -3.230260 0.0 0.1 0.0 -0.951
C 1.907202 -0.636741 -3.115300 -0.1 0.0 0.1 -0.305
C 2.215252 -1.976490 -3.342322 0.0 0.0 0.0 -0.224
C 3.534839 -2.357244 -3.550074 0.0 0.0 0.0 -0.196
C 4.545258 -1.407322 -3.529356 0.0 0.0 0.0 -0.179
C 4.241038 -0.069091 -3.306486 0.0 0.0 0.0 -0.185
C 2.928129 0.315622 -3.095915 0.0 0.0 0.0 -0.236
H -0.070436 0.904755 -4.897474 0.0 0.0 0.0 0.270
H 0.540896 2.081193 -3.718957 0.0 0.0 0.0 0.246
H -1.172603 1.604078 -3.687661 0.0 0.0 0.0 0.252
H -0.703800 -1.735788 -4.265991 0.0 0.0 0.0 0.267
H -1.917078 -1.098654 -3.132643 0.0 0.0 0.0 0.267
H -0.768316 -2.317160 -2.578603 0.0 0.0 0.0 0.263
H 1.435026 -2.726342 -3.372814 0.0 0.0 0.0 0.225
H 3.768577 -3.395917 -3.742176 0.0 0.0 0.0 0.241
H 5.571587 -1.703964 -3.699467 0.0 0.0 0.0 0.241
H 5.030158 0.671428 -3.303905 0.0 0.0 0.0 0.237
H 2.696216 1.361099 -2.924062 0.0 0.0 0.0 0.209
I 5.840248 1.792414 0.971755 -0.2 -0.1 0.0 0.279
C 4.099520 0.767211 0.531382 0.2 0.2 0.0 -0.287
C 3.954315 -0.591621 0.336947 0.0 0.1 0.0 -0.007
N 2.664200 -0.811490 0.049185 0.1 -0.1 0.0 -0.300
N 1.961897 0.331783 0.034848 -0.4 -0.2 0.0 -0.400
C 2.823807 1.299598 0.336536 0.1 0.0 0.0 -0.025
H 4.680282 -1.385821 0.387459 -0.1 -0.1 0.0 0.263
H 2.217317 -1.692001 -0.158494 0.0 0.0 0.0 0.442
H 2.508283 2.328391 0.399093 0.0 0.0 0.0 0.234


# 2
11
Properties=species:S:1:pos:R:3:forces:R:3:nbo_charge:R:1 method="wB97M-V/def2-TZVPD" de_lowest_ev=3.203 total_energy_ha=-2804.3625 max_force_ev_per_a=15.240 total_charge=0 spin_multiplicity=3 homo_energy_ha="-0.189 / -0.360"
C -0.526271 -0.893246 -1.573552 -1.4 -0.4 -13.1 -0.453
C -0.379512 -0.901944 -0.297441 2.7 1.6 14.9 -0.142
C 0.160203 1.331720 1.033744 -0.5 1.5 1.4 -0.127
C 0.833868 0.166858 0.590623 -2.4 -7.2 -0.3 0.099
O 1.102062 1.272212 -0.032661 1.2 2.8 -2.2 -0.463
Br -1.190067 -2.178366 0.857858 0.7 0.6 -0.8 0.084
H -1.245269 -1.593210 -2.157508 1.6 1.6 1.0 0.210
H 0.129819 -0.106747 -2.047872 -1.0 -1.2 -0.2 0.208
H -0.845564 1.422979 0.721589 -1.0 0.1 -0.4 0.187
H 0.375569 2.002062 1.866735 0.6 -0.5 -0.1 0.194
H 1.585162 -0.522317 1.038486 -0.4 1.0 -0.1 0.202


# 3
103
Properties=species:S:1:pos:R:3:forces:R:3:lowdin_charge:R:1 method="wB97M-V/def2-TZVPD" de_lowest_ev=11.371 total_energy_ha=-2045.2936 max_force_ev_per_a=9.100 total_charge=0 homo_energy_ha=-0.352 smiles="CCCCCCCCCCCC[C@]1(CCCOC)OC(=O)C[C@@H]1OC[C@@H](C)CC(C)C.O=C1OCCO1.O=C1OCCO1"
C 4.124974 1.807312 0.271587 -0.3 0.0 0.0 -0.143
C 4.514045 0.259828 -0.131929 0.7 0.6 -0.3 -0.242
C 5.723511 0.158875 -1.264552 -0.2 -0.9 0.1 -0.218
C 5.072959 -0.086024 -2.749518 -0.5 0.2 0.2 -0.229
C 4.264314 1.206379 -3.366181 0.1 -0.8 -1.4 -0.203
C 3.036168 0.561921 -4.300437 -0.2 0.4 0.9 -0.225
C 1.652455 0.654998 -3.424751 0.2 -0.7 -0.2 -0.229
C 0.388749 0.074070 -4.296380 -0.4 0.6 -0.7 -0.213
C -0.961130 1.019716 -4.252340 0.2 0.1 -0.6 -0.211
C -1.249581 1.730651 -2.803391 -0.3 0.6 0.3 -0.199
C -2.842329 1.577513 -2.334955 0.3 -0.7 -1.2 -0.171
C -2.972770 0.535554 -1.075945 0.3 -0.2 -0.7 -0.091
C -3.321845 1.245477 0.370580 -2.2 -1.5 0.6 -0.295
C -4.912217 0.841715 0.694287 0.7 0.4 1.3 -0.123
C -5.120460 -0.747234 1.044220 -1.5 0.0 -0.2 -0.158
C -6.091188 -1.451044 -0.114734 -0.7 -0.2 0.2 -0.214
O -5.357760 -2.328284 -1.040334 -0.4 -0.4 2.0 -0.278
C -5.013619 -3.623679 -0.432535 1.2 -0.7 -0.7 -0.129
O -3.428733 2.741371 0.415163 4.4 -0.5 -0.4 -0.088
C -2.086851 3.164850 0.933672 3.4 2.4 -0.9 -0.196
O -1.161339 3.953203 0.379503 -6.7 -5.2 3.4 0.002
C -2.066743 2.319008 2.365627 -1.2 0.1 -2.1 0.004
C -2.368085 0.826766 1.679250 0.7 1.3 1.9 -0.201
O -1.064887 0.201153 1.404231 -1.3 0.4 1.1 -0.181
C -0.408357 -0.288914 2.626281 1.2 -1.3 0.2 -0.169
C 1.233067 0.007456 2.500863 -0.4 1.4 1.1 -0.275
C 1.521126 1.606381 2.899786 -0.1 -0.1 -1.0 -0.112
C 2.136681 -0.878696 3.540266 0.4 0.0 -0.2 -0.155
C 2.400975 -2.431825 3.097139 1.3 0.1 0.2 -0.355
C 1.864925 -2.840042 1.604269 0.1 0.0 0.3 -0.114
C 4.057339 -2.661290 3.064382 -0.2 -1.1 -0.6 -0.113
H 4.588280 2.113571 1.307797 -0.9 -0.7 -2.0 0.072
H 2.938177 1.864535 0.363647 2.6 0.2 -0.2 0.069
H 4.530976 2.602441 -0.520775 -1.1 -1.8 1.7 0.078
H 3.565527 -0.281968 -0.579263 1.9 1.0 1.1 0.090
H 4.911305 -0.274896 0.831697 -1.1 0.9 -1.8 0.086
H 6.464777 1.072098 -1.198146 -1.6 -1.7 -0.2 0.115
H 6.350607 -0.802919 -0.999818 -1.1 1.9 -0.6 0.104
H 5.850268 -0.452944 -3.566190 -1.5 0.8 1.9 0.119
H 4.260053 -0.950243 -2.627577 1.8 1.7 -0.2 0.107
H 3.875962 1.970985 -2.569193 0.6 -1.7 -1.5 0.093
H 4.942911 1.799459 -4.114652 -1.0 -1.1 1.6 0.103
H 3.280582 -0.578257 -4.555233 -0.5 2.5 0.5 0.118
H 2.898957 1.157218 -5.314985 0.2 -1.2 2.1 0.113
H 1.531648 1.777963 -3.081505 0.0 -2.3 -0.8 0.116
H 1.741503 -0.012152 -2.445127 0.0 1.5 -1.9 0.113
H 0.057186 -1.019514 -4.007466 1.0 2.2 -0.3 0.112
H 0.722943 0.034300 -5.433528 -0.7 0.0 2.3 0.107
H -1.849627 0.335763 -4.644260 1.7 1.5 1.1 0.115
H -0.883147 1.905623 -5.046501 0.0 -2.0 1.7 0.106
H -0.934988 2.874294 -2.916158 -0.8 -2.4 0.4 0.114
H -0.597225 1.315065 -1.912050 -1.1 0.7 -2.0 0.102
H -3.383682 2.605156 -2.190578 1.2 -2.0 0.1 0.115
H -3.379383 1.056964 -3.265292 1.0 1.2 2.1 0.108
H -1.977306 -0.121355 -1.025875 -2.1 1.6 0.1 0.129
H -3.826206 -0.241454 -1.375800 1.7 1.8 1.1 0.119
H -5.178768 1.457909 1.679580 0.5 -1.2 -2.2 0.125
H -5.626705 1.231234 -0.177080 1.8 -1.0 1.8 0.139
H -4.119260 -1.347878 1.200737 -2.0 1.3 -0.5 0.118
H -5.749331 -0.824435 2.050284 1.5 0.2 -2.0 0.118
H -6.982431 -2.077977 0.370541 2.0 1.3 -0.8 0.129
H -6.624882 -0.623173 -0.775980 1.4 -1.7 1.3 0.131
H -5.830273 -4.435138 -0.657065 1.3 1.7 0.6 0.099
H -4.750982 -3.569724 0.707199 -0.7 0.1 -2.1 0.094
H -4.018892 -3.989853 -0.981298 -2.2 0.8 1.2 0.111
H -3.108963 2.593507 2.825237 2.3 -0.2 -0.5 0.133
H -1.139399 2.427554 3.071008 -1.9 -0.3 -1.7 0.112
H -2.900477 0.218162 2.541138 0.6 0.9 -2.2 0.157
H -0.610026 -1.463339 2.686127 0.5 2.4 -0.1 0.131
H -0.822346 0.157207 3.626375 0.7 -0.5 -2.0 0.131
H 1.538997 -0.082026 1.370788 -0.5 -0.2 2.3 0.129
H 0.941707 1.943790 3.865477 1.3 -0.8 -1.7 0.080
H 1.128810 2.261316 2.006774 0.7 -1.1 1.8 0.076
H 2.694974 1.801728 2.993592 -2.7 -0.5 -0.1 0.080
H 3.201885 -0.350745 3.599890 -2.3 -1.0 -0.1 0.109
H 1.709377 -0.866890 4.653375 0.7 0.2 -2.5 0.134
H 2.014351 -3.118574 3.969046 0.5 1.2 -2.1 0.108
H 0.752598 -2.558694 1.375425 2.1 -0.5 0.6 0.064
H 1.955106 -4.017354 1.512911 0.0 2.5 -0.1 0.091
H 2.542645 -2.264923 0.816663 -1.4 -1.5 1.5 0.084
H 4.628781 -1.734983 2.610830 -1.2 -1.7 1.1 0.061
H 4.487009 -2.986530 4.114453 -0.9 1.0 -2.2 0.074
H 4.271631 -3.564593 2.315045 -0.4 1.8 1.6 0.083
C 0.255840 -5.634476 6.689074 -1.1 -0.1 0.1 -0.142
C 1.258792 -6.707101 6.965759 -0.2 -1.0 0.4 -0.142
O 2.430108 -6.228619 6.332363 0.1 1.0 -0.2 0.067
C 2.307424 -4.871875 6.243756 1.9 1.5 -0.7 -0.508
O 3.206082 -4.119697 5.905638 -2.1 -1.7 0.8 0.121
O 1.048853 -4.467010 6.583695 1.0 -0.1 -0.2 0.060
H -0.478161 -5.533237 7.493208 0.2 0.2 -0.1 0.137
H -0.272210 -5.789719 5.742424 0.1 0.0 0.1 0.137
H 1.458878 -6.826478 8.035811 0.0 0.0 -0.1 0.137
H 0.960081 -7.673348 6.550072 0.2 0.2 0.0 0.138
C -2.620939 6.315921 -5.207138 -0.1 1.0 0.5 -0.141
C -1.579522 5.743760 -6.113269 0.9 0.5 -0.5 -0.141
O -1.763449 4.347197 -5.979489 -0.8 -0.3 0.3 0.047
C -3.050730 4.154012 -5.568095 -1.2 -2.4 0.2 -0.513
O -3.601024 3.066790 -5.515092 1.3 2.5 -0.1 0.129
O -3.641675 5.335753 -5.224953 0.2 -0.9 -0.3 0.064
H -3.000495 7.277387 -5.563734 -0.1 -0.2 0.1 0.137
H -2.262034 6.433837 -4.179342 0.0 0.0 -0.1 0.138
H -1.737490 6.022650 -7.160439 0.0 0.0 0.1 0.136
H -0.566953 6.031778 -5.817617 -0.1 -0.2 -0.1 0.138


# 4
83
Properties=species:S:1:pos:R:3:forces:R:3:lowdin_spin:R:1 method="wB97M-V/def2-TZVPD" de_lowest_ev=1.287 total_energy_ha=-4624.3217 max_force_ev_per_a=0.962 total_charge=-2 spin_multiplicity=6 homo_energy_ha="-0.011 / -0.071"
Fe -0.818118 -0.289910 -0.205888 -0.1 0.0 -0.7 3.734
Cl -1.367296 1.404940 -7.284905 0.0 0.0 0.1 0.001
C -1.503533 1.321105 -5.533728 0.1 0.0 0.0 0.004
C -2.728593 1.428180 -4.952159 -0.1 0.0 0.1 0.000
C -2.880936 1.346791 -3.554942 0.1 0.0 -0.1 0.006
I -4.790874 1.532188 -2.747846 -0.1 0.0 0.0 0.001
C -1.807098 1.141872 -2.686041 0.1 0.1 0.0 0.006
O -1.899482 1.023248 -1.418352 -0.1 -0.1 -0.2 0.049
C -0.499918 1.101160 -3.340614 0.0 0.0 0.2 0.001
N 0.544243 1.005146 -2.497942 -0.1 0.0 0.0 0.006
C 1.754025 0.889866 -2.972794 0.0 0.0 -0.2 0.003
C 2.016949 0.894730 -4.360346 0.1 0.0 0.1 0.000
C 0.977611 1.039776 -5.233650 -0.1 0.0 -0.1 0.001
C -0.340791 1.154244 -4.739314 0.0 0.0 -0.1 0.000
H -3.601812 1.568251 -5.575353 0.0 0.0 0.0 0.000
H 2.550701 0.781334 -2.240889 0.0 0.0 0.0 0.001
H 3.033478 0.786220 -4.717451 0.0 0.0 0.0 0.000
H 1.145791 1.056291 -6.302948 0.0 0.0 0.0 0.000
N 2.696481 5.941930 -0.401147 0.0 0.1 0.0 0.000
C 1.668949 5.156434 0.157955 0.0 0.0 0.0 0.000
C 0.866367 4.366074 -0.662619 0.0 0.0 0.0 0.000
C -0.149805 3.601847 -0.122045 0.0 0.0 0.0 0.000
C -0.371023 3.619526 1.251262 0.0 0.2 -0.1 0.000
C 0.408798 4.413161 2.074826 0.1 -0.1 0.0 0.000
C 1.425753 5.184059 1.527850 0.0 0.0 0.0 0.000
S -1.635925 2.583386 1.920745 0.1 -0.1 0.0 0.002
O -2.792342 2.752648 1.073706 0.0 0.0 0.0 0.000
O -1.778480 2.933799 3.314331 -0.1 0.1 0.1 0.003
N -1.115361 1.085105 1.701873 0.1 -0.1 0.3 0.017
C -0.184600 0.539964 2.546707 -0.3 0.1 -0.3 0.003
N -0.057503 -0.792242 2.366838 0.1 -0.1 0.1 0.017
C 0.884116 -1.411328 3.050577 0.0 0.0 0.0 0.002
C 1.698433 -0.752597 3.960799 0.0 0.0 0.0 0.001
C 1.473255 0.606582 4.084134 0.0 0.0 0.0 0.002
N 0.553731 1.268878 3.397297 0.1 0.0 0.1 0.002
H 3.022150 5.585100 -1.286785 0.0 0.0 0.0 0.000
H 3.471881 6.085768 0.227601 0.0 0.0 0.0 0.000
H 1.058626 4.324881 -1.729540 0.0 0.0 0.0 0.000
H -0.756762 2.965706 -0.755693 0.0 0.0 0.0 0.000
H 0.229429 4.391448 3.140822 0.0 0.0 0.0 0.000
H 2.048207 5.799745 2.168952 0.0 0.0 0.0 0.000
H 0.995258 -2.474650 2.855196 0.0 0.0 0.0 0.000
H 2.477330 -1.261693 4.509626 0.0 0.0 0.0 0.000
H 2.079220 1.204824 4.760613 0.0 0.0 0.0 0.000
N 6.398668 -7.716191 0.397983 0.0 0.0 0.0 0.043
C 5.637876 -6.865471 0.223243 -0.2 0.3 0.0 0.019
C 4.695966 -5.805043 0.009210 0.2 -0.3 0.1 0.075
C 4.400901 -4.889554 1.030841 0.0 0.1 0.1 0.014
C 3.498852 -3.874722 0.821012 0.0 0.0 0.0 0.048
C 2.808593 -3.718516 -0.408570 0.0 0.0 0.0 0.061
C 3.141777 -4.646285 -1.427044 0.1 0.0 0.0 0.052
C 4.056420 -5.655155 -1.226655 -0.1 0.1 -0.1 0.005
C 1.833965 -2.668137 -0.594693 0.0 0.1 0.1 0.221
C 2.174425 -1.357073 -0.082816 -0.1 -0.1 -0.3 0.018
C 3.463970 -0.926906 0.304358 0.0 0.1 0.0 0.077
C 3.371712 0.443318 0.572162 0.0 -0.1 -0.1 0.028
C 2.042434 0.785946 0.326257 0.0 0.0 0.0 0.069
N 1.322659 -0.276639 -0.083874 0.0 -0.1 0.6 0.057
C 0.610100 -2.946418 -1.306819 0.1 0.1 0.0 0.017
C 0.230430 -4.108921 -2.016283 -0.1 0.0 0.0 0.085
C -1.053702 -3.874261 -2.524977 0.1 0.0 0.1 0.034
C -1.411475 -2.604402 -2.081592 0.0 0.0 0.1 0.078
N -0.429698 -2.044395 -1.348750 0.0 0.0 -0.1 0.072
H 4.885034 -4.994052 1.994442 0.0 0.0 0.0 0.000
H 3.283374 -3.178630 1.620308 0.0 0.0 0.0 0.001
H 2.700852 -4.520454 -2.404859 0.0 0.0 0.0 0.003
H 4.304392 -6.330069 -2.037363 0.0 0.0 0.0 -0.001
H 4.355547 -1.532852 0.337699 0.0 0.0 0.0 0.004
H 4.159766 1.108342 0.894061 0.0 0.0 0.0 0.001
H 1.582036 1.758871 0.418354 0.0 0.0 0.0 0.004
H 0.794299 -5.019295 -2.129728 -0.1 0.0 0.0 0.007
H -1.651446 -4.542156 -3.127652 0.0 0.0 0.0 0.001
H -2.346953 -2.080522 -2.227510 0.0 0.0 0.0 0.006
C -3.251425 -2.295994 2.508125 0.1 0.1 -0.1 0.003
O -2.517653 -2.043060 1.295612 -0.1 -0.1 -0.2 -0.002
C -2.767100 -1.063068 0.467547 0.3 0.1 0.9 0.028
C -4.007663 -0.285468 0.694918 0.0 0.2 -0.2 0.007
H -3.237856 -1.401533 3.129208 0.0 0.0 0.0 0.000
H -2.703060 -3.095253 2.998192 0.0 0.0 0.0 0.000
H -4.273011 -2.611407 2.299639 0.0 0.0 0.0 0.000
H -4.613843 -0.523204 1.569056 0.0 -0.1 0.0 0.002
H -4.607190 -0.369458 -0.216461 0.0 0.0 0.0 0.001
H -3.700058 0.767063 0.721438 0.0 0.0 0.0 -0.001